Density functional theory data (wB97M-V/def2-TZVPD) for a structure of composition C13H6Br2NO2S8SbW.

Calculated values
ΔE to the lowest compared entry with this formula, charge and spin   297.4 kJ/mol
Maximum force   0.4 eV/Å
LUMO level (alpha / beta)   0.136 / 0.136 hartree
2S+1   3
Total charge   -2
Highest occupied orbital energy (alpha / beta)   -1.25 / -1.92 eV

Atoms and positions in Å:
1 W -1.8518 0.7524 -0.1227
2 S -6.5029 1.3600 2.1839
3 Sb -4.2583 1.6534 2.2138
4 S -3.0618 -0.3606 1.5132
5 S -3.3754 2.5556 0.1357
6 S -3.2381 2.6437 3.9844
7 O 1.1779 -0.9582 -6.2175
8 C 0.6064 -0.6907 -5.1916
9 S 0.2593 -1.8614 -3.9140
10 C -0.4455 -0.7175 -2.7987
11 C -0.5833 0.5571 -3.1917
12 S -1.3794 1.8194 -2.2734
13 S 0.0022 0.9326 -4.7961
14 S -1.1573 -1.1954 -1.2275
15 C -0.1225 2.8184 1.5820
16 C 0.6443 1.5414 1.4594
17 C 1.8321 1.3692 2.1218
18 C 2.5354 0.1676 2.0450
19 C 2.0258 -0.8671 1.2499
20 C 2.6364 -2.1255 1.0901
21 Br 4.2561 -2.5094 2.0147
22 C 2.1217 -3.1237 0.2873
23 C 0.9614 -2.8845 -0.4200
24 Br 0.3421 -4.3381 -1.4750
25 C 0.3056 -1.6475 -0.3155
26 O -1.9697 -2.3782 -1.5263
27 C 0.8043 -0.6467 0.5314
28 N 0.1150 0.5450 0.6673
29 H 0.4666 3.5486 2.1368
30 H -1.0598 2.6753 2.1303
31 H -0.3694 3.2325 0.6017
32 H 2.2050 2.1858 2.7247
33 H 3.4594 0.0258 2.5841
34 H 2.6181 -4.0795 0.2126

Atom charges from the Löwdin analysis, given in e for atoms 1 to 2: atom 1 (W): 0.434, atom 2 (S): -0.330


Density functional theory data (wB97M-V/def2-TZVPD) for a structure of composition C13H6Cl5NO4Pt.

Calculated values
ΔE to the lowest compared entry with this formula, charge and spin   102.8 kJ/mol
Maximum force   0.9 eV/Å
LUMO level   0.172 hartree
2S+1   1
Total charge   -2
Highest occupied orbital energy   -0.75 eV

Atoms and positions in Å:
1 Pt 0.9573 1.3369 0.5710
2 Cl 0.6777 -4.3680 4.7759
3 C 0.3196 -3.0845 3.6523
4 C -0.8246 -3.1350 2.8856
5 Cl -1.9328 -4.4739 3.0295
6 C -1.0900 -2.0864 1.9821
7 Cl -2.5270 -2.1453 0.9866
8 C -0.2600 -0.9822 1.8303
9 O -0.5687 -0.0192 0.9948
10 C 0.9502 -0.9115 2.6501
11 O 1.7221 0.0861 2.5180
12 C 1.1911 -1.9920 3.5244
13 Cl 2.6447 -1.9198 4.4844
14 O 0.7532 3.3613 1.8020
15 N 1.7847 3.7939 1.2756
16 O 2.2901 2.9932 0.4301
17 Cl 1.8476 2.6622 -3.0695
18 C 0.3351 1.7919 -2.9766
19 C -0.6934 2.2046 -3.8027
20 C -1.9175 1.5495 -3.7711
21 C -2.0736 0.4679 -2.9123
22 C -1.0302 0.0595 -2.1019
23 C 0.2076 0.7242 -2.0752
24 C 1.2666 0.2760 -1.1520
25 H -0.5309 3.0406 -4.4715
26 H -2.7312 1.8848 -4.4029
27 H -3.0213 -0.0566 -2.8678
28 H -1.1701 -0.7648 -1.4136
29 H 2.2815 0.4807 -1.4898
30 H 1.1420 -0.7746 -0.8858

Atom charges from the Löwdin analysis, given in e for atoms 1 to 2: atom 1 (Pt): 1.080, atom 2 (Cl): 0.565


Density functional theory data (wB97M-V/def2-TZVPD) for a cluster of 34 separate species, C13H84N4O34S in total in a non-equilibrium geometry.

Calculated values
Maximum force   2.8 eV/Å
LUMO level   -0.010 hartree
2S+1   1
Highest occupied orbital energy   -9.73 eV

Atoms and positions in Å:
1 N 0.9397 4.5592 0.5671
2 C 1.2613 3.5266 0.1845
3 C 1.6978 2.3687 -0.6029
4 C 0.9392 1.0828 -0.1028
5 C 0.6011 0.3300 -1.3267
6 N 0.5173 -0.2841 -2.2928
7 C 1.9154 0.3207 0.8007
8 C 1.3031 -0.7357 1.7256
9 C 0.6594 -1.9925 1.0601
10 C -0.8898 -1.8641 1.2889
11 C -1.7887 -2.6425 0.2912
12 C -2.6428 -1.7550 -0.6599
13 C -3.3252 -0.5424 0.0085
14 S -4.5186 0.3082 -1.0791
15 C -4.9626 1.7342 -0.1259
16 N -4.0492 2.4605 0.3643
17 N -4.7158 3.4494 1.0555
18 C -5.9388 3.2494 0.9162
19 O -6.1881 2.1562 0.1714
20 H 1.5659 2.5433 -1.6666
21 H 2.7631 2.2122 -0.4644
22 H 0.0389 1.4302 0.3970
23 H 2.3796 1.0737 1.4463
24 H 2.7046 -0.0810 0.1628
25 H 2.1211 -1.1118 2.3497
26 H 0.5933 -0.2687 2.4071
27 H 0.8875 -2.0696 -0.0024
28 H 1.0029 -2.8419 1.6356
29 H -1.0847 -2.2920 2.2723
30 H -1.1092 -0.7904 1.3635
31 H -2.4380 -3.2955 0.8617
32 H -1.1740 -3.3077 -0.3126
33 H -3.4456 -2.3985 -1.0445
34 H -2.0792 -1.4622 -1.5433
35 H -2.5360 0.1798 0.2187
36 H -3.8135 -0.7622 0.9548
37 H -6.6639 3.8906 1.3805
38 O -4.7978 -3.1236 1.4673
39 H -4.6847 -3.9510 1.9487
40 H -5.7452 -2.9580 1.5090
41 O 3.2215 -3.6401 1.5549
42 H 3.6497 -4.4994 1.6363
43 H 3.5480 -3.2911 0.7165
44 O -1.8196 -4.4832 3.6320
45 H -0.9996 -4.1564 4.0235
46 H -2.4897 -4.2643 4.2851
47 O -1.8424 -5.7153 0.2481
48 H -1.7105 -6.0558 1.1425
49 H -1.4262 -6.3705 -0.3207
50 O 3.8336 1.5605 -2.5247
51 H 3.2464 1.1484 -3.1742
52 H 4.0167 2.4282 -2.9035
53 O 2.5229 2.2857 -5.1185
54 H 1.6377 1.9830 -5.3896
55 H 2.8606 2.7410 -5.8955
56 O 5.2350 -1.6684 2.3053
57 H 4.6274 -2.4228 2.2840
58 H 6.1009 -2.0619 2.4806
59 O -3.0933 6.1865 1.2859
60 H -3.6760 5.4142 1.2616
61 H -2.2221 5.8262 1.4761
62 O -1.4778 3.5177 -1.6780
63 H -0.7151 3.8370 -1.1838
64 H -2.2195 3.6454 -1.0742
65 O -5.2040 8.1717 1.9611
66 H -4.9687 8.9754 1.4858
67 H -4.4280 7.6012 1.8640
68 O -3.3129 -6.9625 2.1756
69 H -3.6156 -7.4673 1.4140
70 H -3.2956 -7.6108 2.8935
71 O -1.4736 1.1130 2.5652
72 H -1.5107 1.9759 2.1381
73 H -2.2237 1.1198 3.1740
74 O 7.8485 -1.6905 3.6717
75 H 8.0650 -2.0824 4.5274
76 H 7.4097 -0.8639 3.8984
77 O 3.5780 4.5884 -7.2801
78 H 3.8662 5.4226 -7.6611
79 H 4.3405 4.0095 -7.3844
80 O -4.0668 -1.3616 -4.2597
81 H -3.2301 -1.0693 -3.8765
82 H -4.7251 -1.1042 -3.6072
83 O -5.9700 -5.0930 -0.8085
84 H -5.2910 -5.4503 -0.2279
85 H -5.4759 -4.5680 -1.4456
86 O -0.0108 -2.2081 4.8754
87 H 0.7992 -1.8733 5.2640
88 H -0.6856 -1.9903 5.5235
89 O 6.4383 1.0161 -3.9597
90 H 7.2108 1.3060 -3.4585
91 H 5.6949 1.1749 -3.3613
92 O 2.6518 7.3244 1.3095
93 H 2.0974 6.5486 1.1623
94 H 3.5190 6.9624 1.5101
95 O -2.4567 1.2026 -4.0207
96 H -1.6217 1.4914 -3.6386
97 H -3.1142 1.4719 -3.3716
98 O 9.2524 -1.3282 6.3450
99 H 9.9276 -1.6726 6.9372
100 H 9.7430 -0.7820 5.7216
101 O -3.3153 0.7537 5.0588
102 H -3.0660 0.3706 5.9056
103 H -3.7431 1.5842 5.2903
104 O 8.4059 2.6610 -2.5233
105 H 9.0255 2.2514 -1.9068
106 H 8.9511 3.2562 -3.0474
107 O -7.5306 -1.4887 -1.5362
108 H -6.6958 -1.1993 -1.1490
109 H -8.1950 -1.2352 -0.8895
110 O -5.4258 7.7318 -0.8721
111 H -5.3000 7.4148 0.0349
112 H -4.9458 7.1011 -1.4167
113 O -4.3216 -3.4303 -6.7963
114 H -3.4885 -3.1350 -6.4137
115 H -4.9766 -3.1682 -6.1401
116 O -0.8354 0.1034 -6.0559
117 H -0.7391 -0.7100 -5.5487
118 H -1.7778 0.3053 -5.9982
119 O -1.9574 -9.1566 3.0142
120 H -1.4811 -8.6373 2.3581
121 H -1.4942 -9.9997 3.0305
122 O 8.9230 -0.3184 -1.7508
123 H 7.9779 -0.1306 -1.7755
124 H 9.2066 -0.2185 -2.6667
125 O 1.0111 9.8048 1.8159
126 H 1.4994 10.4232 1.2669
127 H 1.5385 8.9953 1.7852
128 O -3.2179 -5.8093 -5.3152
129 H -3.5901 -6.6408 -5.6202
130 H -3.4916 -5.1671 -5.9861
131 O -0.4346 0.1287 6.2146
132 H 0.2542 -0.1711 6.8164
133 H 0.0324 0.6800 5.5770
134 O 10.5499 -2.6279 -1.5178
135 H 10.6872 -3.0957 -0.6901
136 H 10.0908 -1.8134 -1.2626

Atom charges from the Löwdin analysis, given in e for atoms 1 to 2: atom 1 (N): 0.173, atom 2 (C): -0.185


Density functional theory data (wB97M-V/def2-TZVPD) for a cluster of 29 separate species, C13H85O28S in total in a non-equilibrium geometry.

Calculated values
Maximum force   1.7 eV/Å
LUMO level   -0.134 hartree
2S+1   1
Total charge   +1
Highest occupied orbital energy   -12.30 eV

Atoms and positions in Å:
1 C 1.4841 -1.3966 1.1071
2 C 2.1614 -1.2401 -0.2568
3 C 1.1250 -1.1269 -1.3979
4 C 1.3197 0.0579 -2.3476
5 C 0.7209 1.3999 -1.9079
6 C -0.7141 1.3785 -1.3363
7 C -0.7413 1.9292 0.0928
8 C -2.1099 2.3727 0.6237
9 C -2.9624 1.2208 1.1541
10 C -3.5733 0.3441 0.0427
11 C -4.9112 -0.2986 0.4518
12 C -4.7144 -1.7752 0.7849
13 C -4.3536 -2.5328 -0.4981
14 S -3.2868 -3.9690 -0.1594
15 H 0.8299 -0.5310 1.2610
16 H 2.2095 -1.3830 1.9201
17 H 0.8475 -2.2777 1.1474
18 H 2.7408 -2.1488 -0.4231
19 H 2.8723 -0.4124 -0.2525
20 H 0.1252 -1.1497 -0.9495
21 H 1.2065 -2.0297 -2.0076
22 H 2.3986 0.2133 -2.4259
23 H 1.0019 -0.2108 -3.3537
24 H 0.7214 2.0472 -2.7828
25 H 1.3792 1.8998 -1.1986
26 H -1.1827 0.3984 -1.4174
27 H -1.3278 2.0620 -1.9289
28 H -0.0984 2.8115 0.0974
29 H -0.2973 1.2346 0.8101
30 H -2.6858 2.9247 -0.1180
31 H -1.9220 3.0462 1.4613
32 H -2.4153 0.6143 1.8768
33 H -3.8085 1.6632 1.6927
34 H -2.8421 -0.4333 -0.1915
35 H -3.6982 0.9734 -0.8368
36 H -5.3302 0.2224 1.3096
37 H -5.6308 -0.2186 -0.3658
38 H -3.9306 -1.8662 1.5397
39 H -5.6385 -2.2042 1.1753
40 H -3.7790 -1.9003 -1.1730
41 H -5.2391 -2.8489 -1.0412
42 H -2.0793 -3.7045 -0.6924
43 H -3.1062 -3.9528 1.1804
44 O 3.0873 3.2024 -2.9573
45 H 3.6076 2.6285 -3.5297
46 H 3.6325 3.9921 -2.8901
47 O -0.3711 5.6138 2.1335
48 H -0.3349 4.7715 2.5974
49 H -0.6818 5.3866 1.2511
50 O 4.6693 -3.0505 -2.0756
51 H 5.2684 -3.6264 -1.5814
52 H 4.0163 -3.6522 -2.4553
53 O -4.2570 4.6988 0.9187
54 H -4.9213 4.0290 1.1065
55 H -4.7359 5.5403 0.9048
56 O 2.3766 2.1539 1.7439
57 H 2.4895 2.4936 0.8490
58 H 2.5223 1.2060 1.6574
59 O 3.0173 -4.6154 0.8782
60 H 2.1925 -4.8678 1.3035
61 H 3.4448 -4.0849 1.5572
62 O 0.5862 -2.9015 3.8230
63 H -0.0220 -3.6151 4.0435
64 H 0.0350 -2.1106 3.8064
65 O -2.7635 -0.4608 4.1917
66 H -3.4012 -1.1350 4.4457
67 H -3.3062 0.3310 4.1395
68 O -0.6777 -1.7224 6.2621
69 H -0.9295 -0.8106 6.4424
70 H 0.2516 -1.7722 6.5090
71 O -5.5903 -0.1481 4.4896
72 H -5.8134 0.7086 4.0984
73 H -6.1577 -0.7702 4.0228
74 O -7.4541 -0.4036 -1.9142
75 H -7.3884 -0.1569 -2.8429
76 H -7.3158 -1.3594 -1.9111
77 O 2.7671 -2.1670 -4.2581
78 H 3.6107 -2.1303 -3.7943
79 H 2.9689 -2.6190 -5.0865
80 O -4.9073 7.4562 0.2026
81 H -4.6486 7.4966 -0.7222
82 H -4.6040 8.2956 0.5684
83 O 2.2279 -5.7519 -2.0373
84 H 1.3933 -6.0214 -1.6456
85 H 2.6510 -5.2250 -1.3463
86 O 5.9694 -3.5169 0.7039
87 H 5.3693 -4.2407 0.9333
88 H 5.4179 -2.7265 0.6856
89 O 6.5012 -6.0283 1.6772
90 H 7.0201 -6.5863 1.0880
91 H 7.0199 -5.2199 1.7550
92 O 5.5728 3.2974 -4.5133
93 H 6.0824 2.7051 -5.0758
94 H 6.1238 4.0861 -4.4378
95 O -2.2192 -3.9001 3.5562
96 H -1.6805 -3.8673 2.7576
97 H -2.4605 -2.9769 3.7095
98 O -2.5420 9.1983 0.3016
99 H -1.7575 9.1073 0.8558
100 H -2.2826 8.7880 -0.5301
101 O -0.8464 11.7701 0.7724
102 H -1.5062 11.0779 0.8886
103 H -1.3523 12.5877 0.7506
104 O 6.6746 -6.5869 -1.2230
105 H 7.0872 -5.8769 -1.7252
106 H 6.0279 -6.9692 -1.8250
107 O 3.0258 -1.9279 -7.3568
108 H 2.7772 -1.0664 -7.7060
109 H 2.4817 -2.5511 -7.8551
110 O 6.8325 4.1679 -1.8426
111 H 7.3824 3.5788 -1.3111
112 H 6.1611 3.5941 -2.2291
113 O 7.8000 3.6538 0.9264
114 H 6.9518 3.4586 1.3369
115 H 8.2665 4.1845 1.5791
116 O 2.9680 -4.6888 3.7453
117 H 2.6951 -3.7855 3.9554
118 H 3.8961 -4.7364 4.0018
119 O 0.5403 -3.4011 -7.1090
120 H -0.2858 -3.6635 -6.6936
121 H 0.9876 -2.8621 -6.4445
122 O -7.2906 -3.7447 -1.8010
123 H -6.7677 -4.3612 -1.2791
124 H -7.9721 -4.3030 -2.1930
125 O -5.7171 3.1335 4.3577
126 H -5.9591 4.0514 4.5192
127 H -4.7883 3.0973 4.6099

Atom charges from the Löwdin analysis, given in e for atoms 1 to 2: atom 1 (C): -0.126, atom 2 (C): -0.237


Density functional theory data (wB97M-V/def2-TZVPD) for a structure of composition C13H8BCl3F3GeNRhS2.

Calculated values
ΔE to the lowest compared entry with this formula, charge and spin   14.3 kJ/mol
Maximum force   0.2 eV/Å
LUMO level (alpha / beta)   -0.053 / -0.050 hartree
2S+1   2
Highest occupied orbital energy (alpha / beta)   -8.43 / -8.41 eV

Atoms and positions in Å:
1 Rh -0.5089 0.9329 1.1348
2 S -1.6219 2.8366 0.3361
3 C -0.9037 2.2946 -1.1369
4 N -0.2439 1.1707 -1.0683
5 C 0.2561 0.7773 -2.3017
6 C 0.9788 -0.3801 -2.5718
7 C 1.3989 -0.6091 -3.8659
8 C 1.1060 0.2987 -4.8895
9 C 0.3838 1.4479 -4.6324
10 C -0.0423 1.6772 -3.3281
11 S -0.9759 3.0088 -2.7059
12 H 1.1865 -1.0800 -1.7726
13 H 1.9588 -1.5062 -4.0942
14 H 1.4442 0.0980 -5.8971
15 H 0.1523 2.1463 -5.4254
16 Cl -2.4521 -2.1676 0.7328
17 Ge -2.6096 0.0001 0.7711
18 Cl -4.0220 0.4385 2.3375
19 Cl -3.6323 0.3643 -1.0924
20 F 0.2317 -3.9532 2.0490
21 C 0.3573 -2.6551 2.3396
22 C -0.3834 -2.1441 3.3994
23 C -0.2609 -0.8092 3.7036
24 C 0.6223 0.0298 2.9811
25 C 1.3394 -0.5326 1.8976
26 C 1.2005 -1.8848 1.5772
27 H -1.0497 -2.7979 3.9441
28 H -0.8221 -0.3896 4.5287
29 H 2.1119 0.0471 1.4048
30 H 1.7564 -2.3366 0.7674
31 F 0.2926 1.9792 4.5275
32 B 0.9160 1.4743 3.4754
33 F 1.8351 2.2238 2.8746

Atom charges from the Löwdin analysis, given in e for atoms 1 to 2: atom 1 (Rh): 0.446, atom 2 (S): 0.578


Density functional theory data (wB97M-V/def2-TZVPD) for a structure of composition C13H8Cl2F9MnO4S4Sb in a non-equilibrium geometry.

Calculated values
ΔE to the lowest compared entry with this formula, charge and spin   83.4 kJ/mol
Maximum force   1.1 eV/Å
LUMO level (alpha / beta)   0.100 / 0.109 hartree
2S+1   2
Total charge   -2
Highest occupied orbital energy (alpha / beta)   -1.63 / -1.63 eV

Atoms and positions in Å:
1 Mn 0.5557 1.7733 -2.1223
2 S -2.4592 6.2129 0.2231
3 Sb -1.2678 6.2464 -1.7215
4 S 1.3074 3.8237 -2.6144
5 S -0.6465 3.5419 -2.7472
6 S -2.7813 6.6269 -3.4096
7 C -1.6579 -4.0771 -0.5343
8 C -1.5170 -3.2055 0.6814
9 C -0.9638 -3.6746 1.8593
10 C -0.8693 -2.8464 2.9683
11 Cl -0.2061 -3.4878 4.4600
12 C -1.2917 -1.5370 2.9131
13 C -1.8318 -1.0431 1.7301
14 C -1.9629 -1.8784 0.6273
15 O -2.5372 -1.5108 -0.5457
16 C -2.8657 -0.1347 -0.7065
17 C -1.6425 0.7822 -0.7662
18 O -1.6295 1.8015 -0.0975
19 O -0.7245 0.3856 -1.5879
20 H -1.1905 -5.0479 -0.3712
21 H -1.1970 -3.5959 -1.3979
22 H -2.7118 -4.2235 -0.7799
23 H -0.6059 -4.6951 1.9164
24 H -1.2001 -0.8942 3.7777
25 H -2.1231 -0.0033 1.6757
26 H -3.5360 0.2162 0.0785
27 H -3.3692 -0.0774 -1.6704
28 Cl 0.7560 0.8901 -4.0963
29 F 3.0646 2.8481 0.9000
30 C 2.1687 1.8669 0.7123
31 F 1.8226 1.4210 1.9246
32 F 1.0897 2.4399 0.1640
33 C 2.6797 0.7430 -0.2804
34 O 2.1851 0.8916 -1.5167
35 C 2.2750 -0.6516 0.3032
36 F 0.9713 -0.6822 0.5883
37 F 2.9488 -0.9709 1.4301
38 F 2.5165 -1.6223 -0.5834
39 C 4.2399 0.8225 -0.3287
40 F 4.8052 0.9131 0.8936
41 F 4.7632 -0.2682 -0.9119
42 F 4.6390 1.8813 -1.0371

Atom charges from the Löwdin analysis, given in e for atoms 1 to 2: atom 1 (Mn): 0.017, atom 2 (S): -0.464


Repeat the second record exactly.
Density functional theory data (wB97M-V/def2-TZVPD) for a structure of composition C13H6Cl5NO4Pt.

Calculated values
ΔE to the lowest compared entry with this formula, charge and spin   102.8 kJ/mol
Maximum force   0.9 eV/Å
LUMO level   0.172 hartree
2S+1   1
Total charge   -2
Highest occupied orbital energy   -0.75 eV

Atoms and positions in Å:
1 Pt 0.9573 1.3369 0.5710
2 Cl 0.6777 -4.3680 4.7759
3 C 0.3196 -3.0845 3.6523
4 C -0.8246 -3.1350 2.8856
5 Cl -1.9328 -4.4739 3.0295
6 C -1.0900 -2.0864 1.9821
7 Cl -2.5270 -2.1453 0.9866
8 C -0.2600 -0.9822 1.8303
9 O -0.5687 -0.0192 0.9948
10 C 0.9502 -0.9115 2.6501
11 O 1.7221 0.0861 2.5180
12 C 1.1911 -1.9920 3.5244
13 Cl 2.6447 -1.9198 4.4844
14 O 0.7532 3.3613 1.8020
15 N 1.7847 3.7939 1.2756
16 O 2.2901 2.9932 0.4301
17 Cl 1.8476 2.6622 -3.0695
18 C 0.3351 1.7919 -2.9766
19 C -0.6934 2.2046 -3.8027
20 C -1.9175 1.5495 -3.7711
21 C -2.0736 0.4679 -2.9123
22 C -1.0302 0.0595 -2.1019
23 C 0.2076 0.7242 -2.0752
24 C 1.2666 0.2760 -1.1520
25 H -0.5309 3.0406 -4.4715
26 H -2.7312 1.8848 -4.4029
27 H -3.0213 -0.0566 -2.8678
28 H -1.1701 -0.7648 -1.4136
29 H 2.2815 0.4807 -1.4898
30 H 1.1420 -0.7746 -0.8858

Atom charges from the Löwdin analysis, given in e for atoms 1 to 2: atom 1 (Pt): 1.080, atom 2 (Cl): 0.565


Q: Which formula does entry 2 have?
A: C13H6Cl5NO4Pt